Below is a molecular structure, C13H30BaO11 in a non-equilibrium geometry, with properties calculated with ωB97M-V/def2-TZVPD.

## Properties
Expectation value of S² ... 0.75
Spin multiplicity ... 2
Frontier orbital gap (alpha / beta) ... 2.21 / 4.86 eV
ΔE to the lowest compared entry with this formula, charge and spin ... 78.0 kJ/mol
Net charge ... -1
HOMO level (alpha / beta) ... -0.9 / -3.3 eV

XYZ file:
```
55
Properties=species:S:1:pos:R:3:forces:R:3
Ba -0.03201 -0.28280 -0.18630 -0.105 1.131 -0.361
C 0.38813 4.64653 0.77318 0.263 -3.993 -0.510
C 0.37432 3.29193 0.24522 -0.521 3.978 -1.346
C 0.22299 3.17194 -1.32580 0.630 2.846 -0.341
O 0.29564 2.02530 -1.79131 -0.337 -1.621 -0.191
C 0.13698 4.39973 -2.11030 0.379 -4.202 1.364
C 0.23887 5.64236 -1.55405 -1.118 3.500 -2.568
C 0.29765 5.77665 -0.03044 -0.488 4.994 2.607
O 0.20108 6.94207 0.60253 0.422 -3.607 -2.920
O 0.13500 6.61782 -2.40958 0.699 -1.171 3.096
O 0.43294 2.22656 0.87206 0.071 -1.926 1.200
H 0.44955 4.74274 1.84713 -0.023 0.252 0.086
H 0.12591 4.38054 -3.19008 -0.130 -0.346 -0.043
C 1.76093 -0.38528 3.24795 0.922 -0.340 0.475
O 1.82009 -0.97571 1.95357 -0.564 0.350 -0.136
H 1.78789 0.70395 3.27900 -0.382 0.085 -0.733
H 0.88454 -0.75599 3.77955 0.092 0.017 0.106
H 2.68746 -0.66726 3.74810 -0.216 -0.165 0.558
H 2.57206 -1.57081 1.90912 -0.094 0.045 -0.083
C 3.32442 0.54080 -0.13623 1.056 1.460 1.525
O 2.56201 -0.15648 -1.05022 -0.512 -0.821 -0.904
H 4.12563 -0.08960 0.24946 0.251 0.039 0.095
H 3.72709 1.48051 -0.51425 0.222 -0.103 -0.502
H 2.74749 0.88889 0.72056 -0.404 -0.353 -0.189
H 3.17802 -0.54562 -1.67527 -0.245 -0.007 -0.234
C -3.50057 1.02226 0.35729 -1.528 -0.070 0.722
O -2.64647 0.58546 -0.65053 1.241 -0.056 -0.271
H -4.14724 0.18511 0.62014 -0.536 0.027 0.003
H -3.04577 1.28273 1.31302 0.778 0.150 -0.543
H -4.09136 1.87933 0.03403 -0.074 -0.013 0.031
H -3.04927 0.73032 -1.50981 0.044 0.094 -0.048
C -2.14858 -1.31126 2.99452 0.151 -0.411 0.983
O -1.44305 -0.34065 2.26178 0.028 0.260 -0.604
H -2.74374 -1.99731 2.39184 0.098 0.452 -0.358
H -1.41037 -1.90546 3.53309 -0.096 -0.344 0.247
H -2.78093 -0.81355 3.72973 -0.259 -0.188 0.005
H -1.29256 0.39658 2.85797 0.205 0.293 -0.206
C -2.05471 -3.66687 0.25174 0.604 -0.735 -0.259
O -1.92321 -2.39486 -0.34472 0.023 0.168 1.029
H -1.49901 -3.67219 1.18943 -0.156 0.152 0.112
H -3.07205 -4.02422 0.41121 -0.258 0.463 0.122
H -1.58833 -4.42457 -0.37792 0.142 -0.146 -0.154
H -2.48833 -2.35442 -1.11970 -0.483 -0.043 -0.544
C 1.90719 -3.56362 -1.02529 0.771 -0.470 -0.037
O 1.14463 -2.87941 -0.04670 0.073 0.198 -0.481
H 1.43392 -4.48440 -1.36630 -0.220 0.040 -0.037
H 2.14374 -2.95458 -1.89776 -0.542 0.307 0.225
H 2.88036 -3.82554 -0.61004 0.174 -0.183 0.118
H 1.04553 -3.47018 0.70348 -0.136 -0.080 0.168
C 0.29260 -1.71535 -3.63070 0.789 0.686 -0.655
O -0.67027 -1.28722 -2.68752 0.743 -0.147 0.000
H 1.27108 -1.34616 -3.32349 -0.042 0.067 0.341
H 0.40224 -2.78769 -3.79244 -0.478 -0.168 0.323
H 0.14556 -1.23482 -4.59794 -0.311 -0.053 -0.137
H -1.51595 -1.67648 -2.92183 -0.615 -0.293 -0.148
```
Positions in Å, forces in eV/Å.

Results of the natural (NBO) charge analysis, in e, for atoms 1 through 8: 1.408 -0.522 0.435 0.415 -0.790 -0.508 0.382 0.404

Below is a molecular structure, C21H32CrN5O2SSi2, with properties calculated with ωB97M-V/def2-TZVPD.

## Properties
Expectation value of S² ... 6.11
Spin multiplicity ... 5
Frontier orbital gap (alpha / beta) ... 5.80 / 6.27 eV
ΔE to the lowest compared entry with this formula, charge and spin ... 0.0 kJ/mol
Net charge ... -1
HOMO level (alpha / beta) ... -3.2 / -3.8 eV

XYZ file:
```
64
Properties=species:S:1:pos:R:3:forces:R:3
Cr 0.80172 -0.15880 0.17215 0.398 0.055 0.142
C -1.57641 0.17191 3.83802 -0.033 -0.004 0.008
C -0.63992 -0.23808 2.74496 0.132 -0.172 0.161
N -0.43082 0.55556 1.67818 -0.097 0.074 -0.129
N -1.33897 1.59677 1.53560 0.167 -0.036 0.078
C -1.08013 2.85882 1.87131 -0.209 -0.032 0.144
N -2.06707 3.73841 1.49503 0.129 0.161 0.031
S 0.23317 3.36500 2.78540 -0.016 -0.017 -0.151
C 0.07619 -1.45660 2.74719 -0.063 0.194 -0.028
C 0.03616 -2.42597 3.78321 0.002 -0.074 0.058
C 0.73680 -3.59148 3.65126 -0.010 -0.007 0.031
C 1.49601 -3.83040 2.48966 0.013 -0.029 0.005
C 1.50988 -2.85149 1.51942 -0.054 0.106 0.049
N 0.84467 -1.70021 1.62872 0.038 -0.128 0.051
H -1.44485 1.23214 4.06226 0.010 -0.029 0.019
H -1.39857 -0.39350 4.75017 0.005 0.016 -0.018
H -2.62232 0.01915 3.55169 0.009 -0.007 -0.022
H -2.19972 1.37141 1.05184 0.053 0.003 -0.104
H -2.54631 3.53921 0.62973 -0.008 -0.018 -0.036
H -1.78401 4.69955 1.59856 -0.034 -0.016 -0.010
H -0.55537 -2.24415 4.66891 0.002 -0.020 0.000
H 0.70097 -4.33218 4.44142 0.000 0.000 -0.006
H 2.04896 -4.74691 2.34576 0.001 -0.006 0.009
H 2.06677 -2.97308 0.59696 -0.012 0.008 -0.012
C -0.01104 3.27992 -1.48515 0.009 0.138 0.127
Si 0.40398 1.42814 -1.71113 -0.278 -0.142 -0.051
C 1.84158 1.48235 -2.94307 0.191 -0.023 -0.048
C -1.06327 0.79887 -2.76763 -0.094 0.062 -0.169
C -1.50113 1.48028 -3.91404 -0.009 -0.071 0.041
C -2.54921 1.00383 -4.68745 0.016 -0.032 0.049
C -3.18881 -0.18065 -4.32777 0.065 0.026 0.029
C -2.77067 -0.86537 -3.19683 0.049 0.086 0.011
C -1.71554 -0.39028 -2.40244 -0.149 -0.031 -0.140
Si -1.17304 -1.25942 -0.80208 0.051 0.177 -0.128
C -0.96939 -3.08792 -1.22203 0.118 -0.201 -0.026
C -2.76707 -1.23709 0.25497 -0.084 -0.015 0.106
H 0.14490 3.81857 -2.42693 -0.028 0.015 0.054
H 0.60613 3.75530 -0.71453 -0.011 0.000 -0.061
H -1.05685 3.41883 -1.19628 -0.003 0.002 -0.011
H 1.54933 2.02958 -3.84649 0.039 -0.026 0.003
H 2.14771 0.47063 -3.22068 -0.019 0.047 -0.009
H 2.72153 1.98180 -2.52029 -0.054 0.003 -0.040
H -1.00710 2.40232 -4.21118 -0.008 -0.019 0.000
H -2.86603 1.54600 -5.57182 -0.006 0.001 0.001
H -4.00522 -0.56433 -4.92990 -0.002 0.007 -0.002
H -3.27862 -1.78788 -2.92373 0.025 0.029 -0.003
H -1.83953 -3.47349 -1.76438 0.026 -0.021 0.017
H -0.85138 -3.67455 -0.30404 -0.011 -0.001 -0.050
H -0.07862 -3.24637 -1.83702 -0.047 0.003 0.030
H -3.46056 -2.00608 -0.10342 -0.025 0.062 0.000
H -3.28899 -0.27587 0.16805 0.011 -0.043 0.047
H -2.57282 -1.43882 1.31464 -0.002 0.008 -0.073
N 2.37580 1.02771 1.18115 -0.019 -0.045 -0.095
C 3.69075 1.03194 0.52424 -0.093 0.025 0.020
C 4.16581 -0.39424 0.27013 0.019 0.088 0.107
C 3.49207 -1.04522 -0.93334 -0.437 -0.060 -0.026
O 4.18523 -1.53409 -1.81321 0.061 -0.065 -0.041
O 2.19719 -1.04899 -0.92966 0.132 -0.025 -0.033
H 1.97299 1.95837 1.26689 0.060 -0.011 0.047
H 2.45172 0.67167 2.12972 -0.020 -0.001 0.008
H 4.43292 1.57150 1.11963 0.021 0.026 0.047
H 3.58164 1.56344 -0.42252 0.012 -0.005 -0.011
H 3.94624 -0.99721 1.15936 0.040 -0.023 -0.001
H 5.24054 -0.41825 0.10282 0.030 0.028 0.001
```
Positions in Å, forces in eV/Å.

Results of the natural (NBO) charge analysis, in e, for atoms 1 through 8: 0.996 -0.661 0.197 -0.454 -0.437 0.312 -0.814 -0.336

Below is a molecular structure, C12H20Cl3GeN9O2Sc, with properties calculated with ωB97M-V/def2-TZVPD.

## Properties
Spin multiplicity ... 1
Frontier orbital gap ... 8.21 eV
ΔE to the lowest compared entry with this formula, charge and spin ... 0.0 kJ/mol
Net charge ... +1
HOMO level ... -12.5 eV

XYZ file:
```
48
Properties=species:S:1:pos:R:3:forces:R:3
Sc -1.66715 -1.98496 -0.64750 0.195 0.390 0.414
N -3.06570 -1.40688 2.62510 0.023 -0.024 -0.093
C -2.90665 -2.69842 2.16915 0.031 0.106 0.118
N -3.31823 -3.77590 2.78132 0.052 -0.065 -0.191
N -2.93857 -4.79370 1.96181 -0.033 0.077 0.224
N -2.33221 -4.36058 0.93364 -0.019 0.117 -0.117
N -2.27715 -2.98486 1.01597 -0.205 -0.334 0.098
C -2.49972 -0.34393 2.00865 0.130 -0.053 0.112
N -2.51452 0.90586 2.50742 -0.257 0.035 -0.143
N -1.86537 1.64248 1.64710 0.269 -0.035 0.184
N -1.44166 0.89682 0.67696 -0.043 -0.049 -0.218
N -1.82700 -0.39497 0.85749 0.007 0.005 0.017
H -3.55310 -1.25720 3.49566 -0.003 0.002 0.020
Cl -2.73031 -3.24634 -4.97469 -0.024 -0.026 -0.062
C -2.46182 -2.68399 -3.39187 0.159 -0.113 0.017
Cl -2.77820 -3.93478 -2.12920 -0.002 -0.026 -0.121
Cl -0.67240 -2.25720 -3.13167 -0.113 -0.032 -0.112
C -3.27685 -1.41207 -2.97151 -0.124 0.215 0.327
O -4.09145 -0.93480 -3.68646 0.118 -0.047 -0.083
O -2.93408 -1.03380 -1.75145 -0.157 -0.120 -0.368
C 3.95871 -0.20680 -2.69308 0.068 0.005 0.001
C 2.52763 -0.28097 -2.18428 -0.053 -0.014 -0.066
C 2.44307 -0.40461 -0.66910 0.005 0.091 0.101
C 1.00045 -0.42995 -0.15899 -0.035 -0.247 -0.063
Ge -0.01009 1.19100 -0.62629 -0.209 -0.025 0.020
C 0.86362 2.88883 -0.36808 0.078 0.180 0.066
C 0.94563 3.38880 1.07922 -0.062 0.020 -0.032
C 1.62962 2.42563 2.03898 0.047 -0.070 -0.016
C 1.68742 2.97825 3.45560 0.011 0.028 0.045
H 3.99318 -0.14154 -3.77939 -0.014 0.001 -0.001
H 4.52672 -1.08829 -2.39292 -0.013 -0.009 0.002
H 4.47032 0.66875 -2.29054 -0.006 0.001 0.006
H 2.01539 -1.13526 -2.64406 0.028 -0.006 0.007
H 1.97740 0.60871 -2.52192 0.022 0.006 0.020
H 2.95888 0.43862 -0.19916 -0.013 0.011 -0.014
H 2.97303 -1.29838 -0.33294 -0.017 -0.029 -0.035
H 0.93544 -0.56450 0.92128 0.107 0.005 0.004
H 0.53449 -1.33639 -0.60997 0.109 0.018 -0.033
H -0.77422 0.99315 -1.94031 -0.011 0.027 -0.005
H 0.35591 3.61023 -1.00972 -0.014 -0.009 0.014
H 1.86677 2.75396 -0.78752 -0.008 0.003 0.011
H -0.05537 3.61990 1.44882 -0.006 -0.032 -0.016
H 1.49233 4.33484 1.07509 0.018 -0.006 -0.015
H 2.63985 2.20217 1.67866 0.006 0.032 0.011
H 1.09673 1.46569 2.05689 -0.052 0.014 -0.008
H 2.22723 3.92578 3.48030 0.009 -0.003 -0.005
H 2.18911 2.29179 4.13661 0.002 -0.009 -0.014
H 0.68288 3.15986 3.84088 -0.005 -0.004 -0.005
```
Positions in Å, forces in eV/Å.

Results of the natural (NBO) charge analysis, in e, for atoms 1 through 8: 1.722 -0.560 0.479 -0.312 -0.007 -0.103 -0.624 0.508

Below is 12 unconnected molecules or ions with the total composition H24O12 in a non-equilibrium geometry, with properties calculated with ωB97M-V/def2-TZVPD.

## Properties
Expectation value of S² ... 0.75
Spin multiplicity ... 2
Frontier orbital gap (alpha / beta) ... 3.02 / 9.87 eV
ΔE to the lowest compared entry with this formula, charge and spin ... 360.7 kJ/mol
Net charge ... -1
HOMO level (alpha / beta) ... -0.2 / -7.4 eV

XYZ file:
```
36
Properties=species:S:1:pos:R:3:forces:R:3
O -1.71548 -0.86633 2.50842 -0.151 1.713 -1.166
H -1.89539 -0.01339 1.97903 -0.325 -2.563 0.296
H -1.22885 -0.27275 3.10100 0.440 -1.161 0.739
O -2.69749 0.00529 -1.07279 -1.597 -0.987 -1.314
H -2.25181 -0.47536 -1.78737 0.449 0.322 0.691
H -2.12681 0.45037 -0.46392 1.175 0.090 0.203
O 2.69611 0.04682 -3.17306 -0.189 -1.507 -0.651
H 3.02540 0.90907 -3.28874 0.905 1.802 -0.057
H 1.80940 0.14187 -3.53061 -0.351 -0.217 0.178
O 1.23457 0.14751 -1.06871 -0.940 -1.905 1.075
H 1.25129 0.16059 -0.09487 -0.108 0.740 -0.104
H 0.81239 -0.76523 -1.14935 0.565 1.347 -0.469
O 1.75000 4.41132 -1.08112 -0.464 -1.144 -1.013
H 1.20200 4.17713 -1.87468 0.499 0.517 0.901
H 2.00933 3.50518 -0.81219 -0.086 0.580 0.135
O -1.73258 1.53667 2.79046 -0.724 1.400 0.706
H -1.47007 1.90393 1.96645 1.518 0.648 -1.470
H -2.63591 1.84305 2.68859 -0.797 -0.143 0.763
O 3.88662 -2.39352 -1.75858 0.060 -1.622 -0.722
H 4.08733 -1.61660 -1.24811 -0.823 0.304 0.381
H 2.99837 -2.78226 -1.62219 0.813 1.160 0.337
O 1.44894 -0.31348 2.65312 -1.442 0.221 0.362
H 1.60454 -0.53317 1.71756 0.361 -0.079 1.124
H 2.02928 -0.82350 3.21406 0.288 -0.359 -0.323
O -1.18738 -3.83500 -0.19486 0.048 -0.102 0.957
H -1.25666 -3.76238 0.78249 -0.058 0.253 -0.889
H -0.71402 -4.66241 -0.31833 0.044 -0.049 -0.108
O -4.67544 -1.81121 -0.19513 -0.196 1.178 -0.362
H -4.36082 -1.09986 0.37263 0.257 -0.533 1.285
H -4.54710 -1.21060 -0.94646 -0.133 -0.867 -0.821
O 3.30875 0.22233 1.17178 -0.931 -1.679 1.046
H 3.82495 0.73761 1.76953 0.732 0.901 -0.441
H 3.36802 0.25148 0.24356 1.001 1.008 -1.653
O -2.66315 2.31717 -0.06602 0.929 1.152 1.655
H -1.85145 2.48437 -0.57472 -0.302 -0.006 -0.272
H -3.33691 1.98528 -0.63683 -0.464 -0.413 -1.000
```
Positions in Å, forces in eV/Å.

Results of the natural (NBO) charge analysis, in e, for atoms 1 through 8: -0.980 0.457 0.480 -1.090 0.470 0.477 -0.972 0.447

Below is a gas-phase ion, C2H7ClN3 (charge +1) in a non-equilibrium geometry, with properties calculated with ωB97M-V/def2-TZVPD.

## Properties
Spin multiplicity ... 1
Frontier orbital gap ... 10.32 eV
ΔE to the lowest compared entry with this formula, charge and spin ... 393.0 kJ/mol
Net charge ... +1
SMILES string ... N/[NH+]=C\[C@H](N)Cl
HOMO level ... -14.2 eV

XYZ file:
```
13
Properties=species:S:1:pos:R:3:forces:R:3
C -0.08838 0.53967 -0.56816 -0.769 -0.324 0.116
C 1.50677 -0.38149 -0.27121 -2.361 4.218 0.526
N -1.34797 0.86942 -0.31989 2.997 -0.836 -1.482
N -2.22262 0.46868 0.58611 1.416 0.907 0.440
N 1.38871 -1.33691 0.59290 -0.120 -4.595 0.364
Cl 2.45400 1.06024 0.24568 -0.131 -0.611 -0.012
H 0.16058 1.01071 -1.47648 0.347 0.964 -0.969
H 1.75546 -0.54427 -1.26430 0.146 -0.765 -1.790
H -1.70759 1.48397 -1.01864 -0.650 0.610 -0.276
H -3.16085 0.66563 0.49234 -2.016 0.562 -0.522
H 1.46359 -2.35020 0.41417 -0.150 1.046 -0.848
H 1.71659 -1.21337 1.48118 0.782 0.994 2.795
H -1.91829 -0.27208 1.10630 0.509 -2.170 1.659
```
Positions in Å, forces in eV/Å.

Results of the natural (NBO) charge analysis, in e, for atoms 1 through 8: 0.048 0.104 -0.238 -0.584 -0.815 0.015 0.177 0.227

The evaluated E_tot for the records listed, in turn: -37181.50489 -88858.45896 -145052.73282 -24957.09267 -19170.00734 eV.
The evaluated molar mass for the records listed, in turn: 499.7 526.8 546.3 216.2 108.6 g mol⁻¹.